Molecular formula: C2H2BO5
Method: DFT, the ωB97M-V functional and the def2-TZVPD basis

Results
energy relative to the best compared isomer or geometry (same formula, charge and spin) = 0.0 kcal/mol
F_max = 1.7 eV Å⁻¹
E = -478.66283 hartree
HOMO = -5.060 eV
charge = -1

XYZ file:
```
10
Properties=species:S:1:pos:R:3:forces:R:3:mulliken_charge:R:1
B 0.678 1.144 -0.338 -0.650 -1.472 -0.150 0.457
C -0.863 -1.185 1.007 0.112 0.403 -0.547 0.182
C -0.407 -1.132 -0.486 -0.365 -1.008 0.221 0.674
O -0.807 -2.099 -1.124 0.012 0.209 0.256 -0.639
O -0.444 -1.963 1.826 0.101 0.265 -0.267 -0.508
O 0.255 -0.178 -1.038 0.885 1.429 -0.359 -0.471
O 1.411 1.960 -1.203 0.008 -0.389 -0.492 -0.575
O 0.310 1.301 0.861 -0.255 0.390 1.112 -0.664
H 1.641 2.736 -0.692 -0.002 0.099 0.107 0.295
H -1.775 -0.583 1.186 0.153 0.075 0.119 0.250
```
Forces are in eV/Å.